1.
A molecular structure, C22H44IrN3PS4 in a non-equilibrium geometry, computed with ωB97M-V with the def2-TZVPD basis set.

```
75
Properties=species:S:1:pos:R:3:mulliken_charge:R:1
Ir -0.6322 0.5317 0.1684 1.1050
C 4.3085 3.3715 3.4682 -0.5091
C 4.6383 2.0251 2.8143 -0.8635
S 3.4869 1.4446 1.5358 0.0034
C 2.6616 0.0057 2.3149 -0.1828
C 1.6514 0.3338 3.3974 -0.7511
S 0.0938 1.0786 2.7916 0.1624
C 0.2331 2.8154 3.4043 -0.8581
C 1.5361 3.5286 3.0800 -0.4272
S 2.7745 3.3622 4.4243 0.3116
H 4.2633 4.1768 2.7351 0.3837
H 5.1050 3.5880 4.1867 0.4688
H 4.7394 1.2328 3.5521 0.3974
H 5.5943 2.1480 2.3011 0.4655
H 3.4469 -0.6271 2.7299 0.6251
H 2.1881 -0.5318 1.4897 -0.2842
H 2.0454 1.0142 4.1538 0.3158
H 1.3717 -0.5919 3.9042 0.5757
H 0.0688 2.7574 4.4812 0.4606
H -0.6182 3.3336 2.9650 0.3405
H 1.3515 4.5986 2.9575 0.6283
H 1.9845 3.1459 2.1549 -0.0443
N 0.3096 2.2927 -0.9899 -0.7879
H 0.1899 2.2193 -1.9999 0.3066
H 1.3123 2.3330 -0.8187 0.2152
H -0.0699 3.2045 -0.7371 0.3036
C -5.3972 0.9812 0.6853 -1.6444
C -3.9600 0.9273 1.1567 0.7774
C -3.2679 2.2847 1.0932 -0.8314
P -2.8964 -0.3231 0.2269 -0.4286
C -3.4387 -0.5683 -1.5544 1.0585
C -3.2377 0.7397 -2.3161 -1.3050
C -4.7990 -1.1981 -1.8042 -1.4481
C -3.0554 -1.9586 1.1287 0.5739
C -2.0094 -1.9390 2.2432 -1.1441
C -4.4445 -2.2686 1.6690 -1.5589
H -5.9662 1.6475 1.3395 0.5069
H -5.8843 0.0092 0.7382 0.3148
H -5.4758 1.3935 -0.3195 0.3251
H -3.9260 0.5577 2.1906 0.4146
H -3.3969 2.7514 0.1208 0.2303
H -2.1911 2.1766 1.2932 -0.4054
H -3.6962 2.9530 1.8368 0.5206
H -2.6690 -1.2804 -1.8971 -0.0465
H -4.0155 1.4671 -2.0975 0.2336
H -3.2826 0.5483 -3.3858 0.5172
H -2.2617 1.1788 -2.0735 0.0969
H -5.6257 -0.5911 -1.4432 0.2717
H -4.8727 -2.2004 -1.3871 0.3784
H -4.9405 -1.2844 -2.8828 0.4692
H -2.7869 -2.7209 0.3855 0.4633
H -2.2470 -1.1793 2.9870 0.2693
H -1.0129 -1.7268 1.8350 0.1083
H -1.9823 -2.9010 2.7505 0.5343
H -4.6927 -1.6683 2.5410 0.3577
H -4.4708 -3.3110 1.9911 0.4842
H -5.2233 -2.1564 0.9197 0.3366
N 0.7586 -2.3994 -3.0969 -0.2326
C 1.5827 -1.7213 -2.3184 0.2942
S 1.1526 -1.1052 -0.7767 -0.2976
N 2.8638 -1.5012 -2.6514 -0.0691
C 3.6880 -2.0972 -3.6073 0.7890
C 4.7609 -1.3217 -4.0897 -0.3925
C 5.6706 -1.8738 -4.9598 -0.6066
C 5.5625 -3.2199 -5.3273 -0.4125
C 4.4857 -3.9858 -4.8596 -0.6697
C 3.5439 -3.4342 -4.0168 -0.2117
H -0.1929 -2.5917 -2.8255 0.1803
H 1.0484 -2.7531 -4.0013 0.2923
H 3.3428 -0.8097 -2.0795 0.1900
H 4.8493 -0.2856 -3.7944 0.4173
H 6.4698 -1.2715 -5.3616 0.4531
H 6.3161 -3.6746 -5.9533 0.4630
H 4.4206 -5.0323 -5.1208 0.4495
H 2.7657 -4.0513 -3.5928 0.5720
```

Output
orbital gap (spin up / spin down): 0.294 / 0.186 Ha
<S²>: 8.777
E: -83425.99576 eV
2S+1: 6
LUMO level (spin up / spin down): -0.3928 / -0.5254 hartree
energy above the lowest of the compared OMol25 structures with the same formula, charge and spin: 135.56 kJ/mol
total charge: +4

***

2.
A molecular structure, C32H36N5ORh, computed with ωB97M-V with the def2-TZVPD basis set.

```
75
Properties=species:S:1:pos:R:3:mulliken_charge:R:1
Rh 0.6212 0.1543 -0.4716 -0.0466
C -1.4937 2.6569 2.1322 -1.7902
C -0.5928 1.6565 1.5104 0.4710
N -0.7840 1.1558 0.3354 1.1052
N -1.9246 1.2231 -0.3935 -1.1881
C -2.0214 0.0644 -1.0366 0.7531
O -1.0762 -0.8281 -0.9798 -0.8834
C -3.2038 -0.2162 -1.8529 0.5591
C -4.0982 0.8103 -2.1628 -0.2828
C -5.1789 0.5487 -2.9857 -0.7757
C -5.3772 -0.7329 -3.4859 -0.3743
C -4.4952 -1.7580 -3.1669 -0.7586
C -3.4038 -1.5025 -2.3551 -0.2643
C 0.4698 0.9253 2.2285 1.2297
C 0.8324 1.1493 3.5422 -0.6817
C 1.6989 0.2530 4.1567 -0.5162
C 2.1629 -0.8436 3.4484 -0.6022
C 1.7714 -1.0036 2.1282 -0.3453
N 0.9517 -0.1383 1.5360 -0.0246
H -2.2291 2.9981 1.4097 0.3885
H -0.8966 3.5040 2.4768 0.4352
H -2.0133 2.2392 2.9965 0.3852
H -3.9429 1.8003 -1.7561 0.4911
H -5.8741 1.3396 -3.2320 0.4349
H -6.2294 -0.9356 -4.1209 0.4345
H -4.6631 -2.7561 -3.5473 0.4338
H -2.7151 -2.2945 -2.0943 0.4775
H 0.4306 1.9971 4.0793 0.4914
H 1.9935 0.4031 5.1865 0.4847
H 2.8128 -1.5763 3.9047 0.4637
H 2.1082 -1.8410 1.5303 0.4453
C 3.7425 6.3062 -0.6473 -1.6641
C 4.6183 5.0715 -0.3951 1.8360
C 5.3652 5.2497 0.9291 -1.9857
C 5.6390 4.9195 -1.5380 -1.5457
C 3.7681 3.8144 -0.3900 0.4518
C 3.9612 2.7773 0.5196 -0.4513
C 3.1577 1.6579 0.4741 -0.8067
N 2.1909 1.4955 -0.4337 -0.1156
C 2.0266 2.4595 -1.3778 -0.1141
C 2.7831 3.6100 -1.3614 -0.1814
C 1.0747 2.1227 -2.4668 -0.3341
C 0.8104 2.9409 -3.5439 0.2202
C 0.0076 2.4933 -4.5970 0.3469
C -0.4644 1.1838 -4.5097 -0.4565
C -0.1936 0.4190 -3.3978 -1.2169
N 0.5429 0.8834 -2.3811 -0.2253
C -0.3695 3.3773 -5.7719 1.9957
C -1.8452 3.7719 -5.5784 -1.5806
C -0.2136 2.5979 -7.0863 -1.6785
C 0.4877 4.6418 -5.8357 -2.0361
H 4.3609 7.2011 -0.5879 0.4672
H 2.9519 6.3967 0.1000 0.3927
H 3.2870 6.3020 -1.6379 0.3819
H 5.8428 6.2282 0.9421 0.4244
H 6.1539 4.5070 1.0587 0.3912
H 4.6917 5.2010 1.7873 0.4632
H 6.2987 5.7874 -1.5501 0.4314
H 5.1468 4.8578 -2.5101 0.3818
H 6.2543 4.0285 -1.4054 0.3881
H 4.7319 2.8295 1.2738 0.4880
H 3.2978 0.8553 1.1853 0.5625
H 2.6244 4.3540 -2.1267 0.4442
H 1.2365 3.9310 -3.5769 0.4126
H -1.0663 0.7513 -5.2953 0.4384
H -0.5759 -0.5864 -3.2930 0.7816
H -2.4884 2.8927 -5.5156 0.4054
H -2.1736 4.3711 -6.4279 0.4296
H -1.9812 4.3644 -4.6718 0.3737
H -0.9515 1.8022 -7.1856 0.3704
H 0.7820 2.1612 -7.1800 0.3799
H -0.3608 3.2778 -7.9248 0.4673
H 0.3318 5.2904 -4.9713 0.4063
H 0.2092 5.2180 -6.7170 0.4488
H 1.5514 4.4082 -5.9192 0.4611
```

Output
orbital gap: 0.247 Ha
E: -46261.95072 eV
LUMO level: -0.2627 hartree
energy above the lowest of the compared OMol25 structures with the same formula, charge and spin: 0.00 kJ/mol
total charge: +2

***

3.
C3H6N2O in the gas phase in a non-equilibrium geometry, computed with ωB97M-V with the def2-TZVPD basis set.

```
12
Properties=species:S:1:pos:R:3:nbo_charge:R:1
C -0.4552 1.2274 0.9309 -0.6260
C 0.1321 0.6046 -0.3211 -0.1974
N 0.1844 -0.8306 -0.2387 -0.2057
O 1.1225 -1.4285 0.6043 -0.5156
C -0.5236 -1.4416 -1.1938 0.3595
N -1.0251 -2.2219 -1.8878 -0.3517
H -0.4952 2.3095 0.8271 0.2159
H 0.1718 0.9838 1.7886 0.2191
H -1.4575 0.8477 1.1138 0.2171
H 1.1316 1.0046 -0.5360 0.1956
H -0.7105 0.5642 -1.1749 0.2213
H 1.9246 -1.6191 0.0877 0.4679
```

Output
orbital gap: 0.369 Ha
E: -8232.69381 eV
LUMO level: 0.0202 hartree
energy above the lowest of the compared OMol25 structures with the same formula, charge and spin: 386.42 kJ/mol
total charge: 0

***

4.
2 unconnected molecules or ions with the total composition C5H6N2O2, computed with ωB97M-V with the def2-TZVPD basis set.

```
15
Properties=species:S:1:pos:R:3:nbo_charge:R:1
C 1.4494 -0.2021 -1.4526 -0.2669
O 0.4551 0.6983 -1.9108 -0.4628
C -0.8316 0.4558 -1.6917 0.7111
O -1.7044 1.2157 -2.0057 -0.4886
C -1.1855 -0.8357 -1.0808 0.1578
N -1.5917 -1.8253 -0.6714 -0.2678
H 1.0421 -1.1974 -1.2626 0.1997
H 1.8888 0.1914 -0.5332 0.1991
H 2.2145 -0.2578 -2.2265 0.2084
C -0.9658 0.8253 1.7094 -0.6998
C -2.0945 0.1984 1.5982 0.4475
N -3.2031 -0.2818 1.6134 -0.6242
H -0.2202 0.5169 2.4166 0.2444
H -0.7637 1.7016 1.1236 0.2429
H -3.4709 -1.0508 1.0108 0.3990
```

Output
orbital gap: 0.336 Ha
E: -12354.92684 eV
LUMO level: -0.0004 hartree
energy above the lowest of the compared OMol25 structures with the same formula, charge and spin: 259.94 kJ/mol
total charge: 0

***

5.
C6H9N in the gas phase, computed with ωB97M-V with the def2-TZVPD basis set.

```
16
Properties=species:S:1:pos:R:3:nbo_charge:R:1
C -1.9337 -0.4509 -0.5630 -0.6150
C -1.2156 0.2901 0.5546 0.0578
C -0.7104 1.5830 0.4506 -0.2535
C 0.7063 1.4861 0.4292 -0.3150
C 1.0190 0.1409 0.5660 0.1358
C 1.9791 -0.7760 -0.1294 -0.6319
N -0.1350 -0.4905 0.8813 -0.4902
H -1.9817 -1.5295 -0.3706 0.2015
H -2.9081 -0.0801 -0.8587 0.2182
H -1.2588 -0.3609 -1.4383 0.2011
H -1.2999 2.4814 0.3180 0.2192
H 1.3993 2.2879 0.2102 0.2223
H 1.5940 -1.8015 -0.0712 0.2059
H 1.9315 -0.5309 -1.1969 0.2279
H 3.0110 -0.7627 0.1944 0.2183
H -0.1970 -1.4864 1.0237 0.3975
```

Output
orbital gap: 0.303 Ha
E: -7855.96782 eV
LUMO level: 0.0329 hartree
energy above the lowest of the compared OMol25 structures with the same formula, charge and spin: 211.48 kJ/mol
total charge: 0

***

6.
A molecular structure, C6H13Br2N2 in a non-equilibrium geometry, computed with ωB97M-V with the def2-TZVPD basis set.

```
23
Properties=species:S:1:pos:R:3:nbo_charge:R:1
C 0.9812 0.9497 0.8967 -0.4354
C 1.6352 0.3210 -0.2888 -0.4054
C -0.4333 0.6026 1.0147 -0.4064
C 0.4311 -0.5130 -0.9057 -0.5138
C -1.3290 1.1462 -1.4726 0.3182
C -0.8484 0.1411 -0.4444 -0.1039
N -2.0864 2.1681 -1.0733 -0.6886
N 0.7489 -2.7968 1.2985 -1.0979
Br -1.0032 1.0634 -3.3173 0.2793
Br -2.4825 -1.0339 -0.5704 0.1198
H 1.4195 0.6840 1.8553 0.2370
H 1.0612 2.1070 0.7736 0.2143
H 2.2392 0.8886 -0.9430 0.2330
H 2.3500 -0.4671 0.1685 0.2249
H -0.4453 -0.3827 1.4969 0.2573
H -1.1944 1.4556 1.2803 0.2207
H 0.5854 -0.7538 -1.9991 0.2435
H 0.4039 -1.4500 -0.3146 0.2981
H -2.5595 2.2616 -0.2191 0.4417
H -2.3765 2.7896 -1.8933 0.4415
H 1.5629 -3.3708 0.8209 0.3847
H 0.2963 -3.5695 1.7720 0.3757
H 1.0436 -2.2410 2.0640 0.3618
```

Output
orbital gap: 0.308 Ha
E: -149489.86139 eV
LUMO level: -0.1854 hartree
energy above the lowest of the compared OMol25 structures with the same formula, charge and spin: 213.31 kJ/mol
total charge: +1